(1)
Entry from the OMol25 dataset: the molecule C4H8N2 in a non-equilibrium geometry (the ωB97M-V functional and the def2-TZVPD basis).

Structure (SMILES): CN[C@@H](C)C#N
2S+1: 1
Kohn-Sham gap (Eh): 0.3887
E (Eh): -266.688924

The geometry in XYZ format:
```
14
Properties=species:S:1:pos:R:3:forces:R:3:nbo_charge:R:1
C 1.889 -0.030 0.388 0.3 0.1 0.0 -0.4194
N 0.539 -0.538 0.436 0.1 -0.2 0.3 -0.5996
C -0.416 0.079 -0.432 0.0 -0.5 0.0 -0.1262
C -1.741 -0.763 -0.355 0.9 0.6 -0.1 -0.5973
C -0.539 1.578 -0.136 -0.5 0.5 0.4 0.2442
N -0.546 2.704 0.153 0.0 -1.6 -0.5 -0.3337
H 2.288 -0.188 -0.619 0.0 0.0 0.1 0.1940
H 2.490 -0.613 1.089 0.1 0.1 -0.1 0.2083
H 1.978 1.037 0.640 0.0 -0.1 0.0 0.1807
H 0.170 -0.489 1.379 0.1 -0.1 0.0 0.3574
H -0.044 0.066 -1.473 -0.1 -0.2 0.4 0.2253
H -2.346 -0.071 -0.927 -1.4 -0.6 0.2 0.2181
H -1.664 -1.770 -0.835 0.3 1.1 0.0 0.2303
H -2.057 -1.001 0.692 0.1 0.9 -0.8 0.2178
```
Positions in Å, forces in eV/Å.

(2)
Entry from the OMol25 dataset: a cluster of 6 separate species, C35H59N2O7S2 in total in a non-equilibrium geometry (the ωB97M-V functional and the def2-TZVPD basis).

2S+1: 1
Kohn-Sham gap (Eh): 0.2668
Net charge: +1
E (Eh): -2801.270283

The geometry in XYZ format:
```
105
Properties=species:S:1:pos:R:3:forces:R:3:mulliken_charge:R:1
C -0.931 0.906 1.984 0.0 -0.1 0.2 -1.2130
C -2.020 -0.139 1.987 -0.1 0.3 0.1 0.9796
N -3.156 0.179 2.452 0.1 -0.5 -0.1 -0.8721
C -1.719 -1.524 1.405 0.2 0.3 -0.4 -1.0664
C -0.666 -1.447 0.315 -0.3 -0.1 0.2 0.0344
C 0.681 -1.872 0.569 0.1 0.1 -0.3 0.7544
C 1.061 -2.449 1.903 0.0 -0.2 -0.2 -2.2208
C 1.665 -1.726 -0.405 0.1 -0.2 0.4 1.0109
C 3.096 -2.154 -0.156 -0.3 0.0 -0.6 -2.0651
C 1.319 -1.165 -1.648 0.0 0.2 -0.3 0.8449
C 2.259 -0.948 -2.700 -0.4 -0.1 0.5 -0.9751
C 1.873 -0.432 -3.888 0.7 -0.2 -0.2 -0.9371
N 0.571 -0.085 -4.119 -0.1 -0.1 0.2 0.2238
C 0.124 0.439 -5.416 -0.1 0.0 0.6 -0.0168
S 1.227 1.664 -6.131 -0.2 0.5 -2.1 1.0890
O 2.400 1.011 -6.641 0.2 -0.1 1.0 -0.5938
O 0.426 2.369 -7.090 -0.2 0.0 0.5 -0.5663
C -0.337 -0.250 -3.164 -0.1 0.0 0.2 -0.5689
C -0.022 -0.774 -1.910 -0.1 0.1 -0.1 0.3870
C -1.025 -0.914 -0.906 0.1 -0.4 0.3 0.6602
S -2.650 -0.321 -1.286 -0.1 0.4 -0.1 -0.0806
H 0.067 0.471 2.027 0.0 0.0 -0.1 0.1880
H -1.019 1.527 1.090 0.1 -0.1 -0.1 0.3166
H -1.064 1.553 2.848 -0.1 0.0 0.0 0.4145
H -3.779 -0.626 2.346 -0.2 0.2 0.2 0.0441
H -1.423 -2.196 2.203 0.0 0.1 0.1 0.3414
H -2.641 -1.937 0.999 0.0 -0.1 0.1 0.3290
H 1.559 -1.714 2.537 -0.1 0.1 0.0 0.2573
H 0.226 -2.857 2.454 0.0 0.1 0.1 0.5811
H 1.763 -3.269 1.770 0.0 0.0 0.1 0.5019
H 3.166 -2.955 0.568 0.1 0.1 0.1 0.2758
H 3.509 -2.551 -1.084 0.1 0.0 0.1 0.5182
H 3.716 -1.312 0.152 0.0 0.0 0.2 0.4039
H 3.293 -1.200 -2.535 0.1 0.1 -0.2 0.4867
H 2.580 -0.291 -4.695 -0.2 0.1 -0.1 0.6180
H -0.870 0.891 -5.272 0.3 0.1 -0.2 -0.2001
H 0.077 -0.367 -6.150 0.1 0.1 -0.1 0.3087
H 1.538 2.553 -5.144 0.0 -0.4 0.3 0.1359
H -1.355 0.040 -3.384 0.1 0.0 -0.2 0.5637
H -3.429 -1.229 -0.683 0.3 -0.1 0.1 0.1513
C 1.284 -1.086 6.973 0.1 0.1 -0.1 -0.6382
C 0.150 -0.276 6.351 -0.1 0.0 0.1 -0.6441
C 0.138 -0.809 4.927 0.1 0.0 -0.1 0.1219
O 0.563 -2.175 4.998 0.0 0.1 0.0 -0.3632
C 1.101 -2.438 6.301 -0.1 -0.1 0.1 -0.2684
H 1.235 -1.146 8.058 0.0 0.0 0.0 0.4041
H 2.249 -0.654 6.698 0.0 0.0 0.0 0.2342
H -0.795 -0.508 6.847 0.0 0.0 0.0 0.2958
H 0.303 0.801 6.396 0.0 0.0 0.0 0.3916
H 0.842 -0.254 4.294 0.0 0.0 0.0 0.1055
H -0.851 -0.766 4.467 0.0 0.0 0.0 0.0302
H 0.388 -3.061 6.849 0.0 0.0 0.0 0.3001
H 2.037 -2.989 6.198 0.0 0.0 -0.1 0.0600
C 4.056 6.142 -5.192 -0.1 0.1 0.0 -0.6232
C 4.198 6.661 -3.762 0.1 -0.1 0.0 -0.5608
C 3.039 5.965 -3.060 -0.1 0.1 0.0 -0.4556
O 2.858 4.710 -3.731 0.0 0.0 -0.1 -0.3542
C 3.613 4.710 -4.946 0.1 -0.2 0.0 -0.2771
H 4.970 6.205 -5.779 0.0 0.0 0.0 0.3685
H 3.275 6.696 -5.716 0.0 0.0 0.0 0.2775
H 5.149 6.333 -3.337 0.0 0.0 0.0 0.2601
H 4.146 7.745 -3.684 0.0 0.0 0.0 0.3447
H 2.115 6.545 -3.148 0.0 0.0 0.0 0.2754
H 3.232 5.778 -2.003 0.0 -0.1 0.0 0.2556
H 4.475 4.046 -4.819 0.0 0.0 -0.1 0.2566
H 2.989 4.318 -5.753 0.0 0.0 0.0 0.2321
C 6.373 -3.759 5.581 -0.1 0.1 0.1 -0.5636
C 5.220 -4.555 4.975 0.1 -0.1 -0.1 -0.5750
C 4.577 -3.516 4.068 -0.1 0.1 0.1 0.1881
O 5.625 -2.651 3.631 0.0 0.0 0.0 -0.4245
C 6.805 -2.896 4.404 0.0 -0.1 -0.1 -0.4627
H 7.179 -4.380 5.967 0.0 0.0 0.0 0.3580
H 6.007 -3.130 6.396 0.0 0.0 0.0 0.2521
H 5.609 -5.386 4.382 0.0 0.0 0.0 0.2937
H 4.527 -4.959 5.712 0.0 0.0 0.0 0.3640
H 3.840 -2.916 4.615 -0.1 -0.1 0.0 -0.0966
H 4.089 -3.958 3.196 0.0 0.0 0.0 0.1161
H 7.532 -3.419 3.774 0.0 0.0 0.0 0.2820
H 7.236 -1.942 4.709 0.0 0.0 0.0 0.2687
C -7.918 -1.480 2.926 0.1 0.1 0.0 -0.5840
C -7.629 -1.647 1.435 -0.1 -0.1 0.0 -0.5888
C -6.131 -1.911 1.448 0.1 0.1 -0.1 -0.1545
O -5.837 -2.576 2.673 0.0 0.0 0.0 -0.4196
C -6.975 -2.505 3.543 -0.1 -0.1 0.0 -0.4349
H -8.959 -1.653 3.192 0.0 0.0 0.0 0.3597
H -7.645 -0.474 3.250 0.0 0.0 0.0 0.2633
H -8.161 -2.516 1.043 0.0 0.0 0.0 0.2793
H -7.902 -0.781 0.835 0.0 0.0 0.0 0.3323
H -5.569 -0.968 1.422 -0.1 0.0 -0.1 0.1961
H -5.804 -2.537 0.613 0.0 0.0 0.0 0.2516
H -7.438 -3.495 3.591 0.0 0.0 0.0 0.2849
H -6.642 -2.229 4.543 0.1 0.0 0.0 0.2792
C -4.300 3.161 -6.366 -0.1 -0.1 0.0 -0.6370
C -4.457 3.323 -4.856 0.1 0.1 0.0 -0.5770
C -3.585 2.196 -4.331 0.0 -0.1 0.0 -0.3843
O -2.525 2.021 -5.287 -0.1 0.1 0.0 -0.3997
C -2.840 2.759 -6.492 0.0 0.0 0.0 -0.4630
H -4.531 4.063 -6.928 0.0 0.0 0.0 0.3555
H -4.948 2.358 -6.725 0.0 0.0 0.0 0.2700
H -4.059 4.289 -4.539 0.0 0.0 0.0 0.2791
H -5.487 3.250 -4.512 0.0 0.0 0.0 0.3582
H -4.148 1.259 -4.261 0.0 0.0 0.0 0.2454
H -3.151 2.414 -3.353 0.0 0.0 0.0 0.2320
H -2.186 3.629 -6.544 0.1 0.1 0.0 0.3099
H -2.641 2.129 -7.357 0.1 -0.1 0.0 0.2732
```
Positions in Å, forces in eV/Å.

(3)
Entry from the OMol25 dataset: a structure of composition C6H4AsO6S6Tc (the ωB97M-V functional and the def2-TZVPD basis).

2S+1: 1
Kohn-Sham gap (Eh): 0.2441
Net charge: +2
E (Eh): -5387.430750

The geometry in XYZ format:
```
24
Properties=species:S:1:pos:R:3:forces:R:3:nbo_charge:R:1
Tc 1.980 1.306 0.861 0.1 0.1 0.1 0.7855
O -0.383 1.221 -2.660 0.0 0.0 0.0 -0.7653
S 0.020 0.786 -1.392 0.1 0.0 0.0 2.3874
O 1.146 -0.336 -1.543 -0.2 0.0 0.1 -0.8307
O 0.665 1.837 -0.517 -0.1 0.0 0.0 -0.8632
C -1.294 0.051 -0.484 0.0 0.0 0.0 -0.4059
C -2.530 0.255 -1.073 0.0 0.0 0.0 -0.1112
C -3.692 -0.220 -0.460 0.0 0.0 0.0 -0.1339
C -3.614 -0.904 0.732 0.0 0.0 0.0 -0.1241
C -2.371 -1.134 1.331 0.0 0.0 0.0 -0.1480
C -1.214 -0.660 0.743 0.0 0.0 0.0 -0.2911
S 0.239 -1.071 1.647 0.2 -0.1 -0.1 2.3821
O -0.013 -2.012 2.654 0.0 0.0 0.0 -0.7706
O 1.257 -1.632 0.580 -0.3 0.0 0.2 -0.8523
O 0.887 0.215 2.108 -0.2 0.1 0.0 -0.8879
H -2.597 0.783 -2.015 0.0 0.0 0.0 0.2793
H -4.647 -0.049 -0.938 0.0 0.0 0.0 0.2711
H -4.507 -1.282 1.212 0.0 0.0 0.0 0.2708
H -2.313 -1.696 2.253 0.0 0.0 0.0 0.2816
S 4.072 0.466 -2.257 0.0 0.0 0.0 -0.3493
As 5.345 1.166 -0.832 0.2 0.0 0.1 0.8979
S 4.023 1.994 0.858 0.0 0.1 0.0 -0.0940
S 2.257 -0.528 -0.295 0.2 0.0 -0.4 1.1891
S 7.283 1.444 -0.512 -0.1 0.0 -0.1 -0.1171
```
Positions in Å, forces in eV/Å.

(4)
Entry from the OMol25 dataset: a cluster of 2 separate species, C9H16N3 in total in a non-equilibrium geometry (the ωB97M-V functional and the def2-TZVPD basis).

2S+1: 1
Kohn-Sham gap (Eh): 0.3381
Net charge: +1
E (Eh): -516.572452

The geometry in XYZ format:
```
28
Properties=species:S:1:pos:R:3:forces:R:3:nbo_charge:R:1
C 2.644 1.044 1.119 1.2 0.0 -0.8 -0.6500
C -0.156 -0.760 2.896 0.0 0.0 0.6 -0.1797
C 0.949 0.058 2.699 -0.5 0.3 -0.8 -0.2063
C -0.566 -1.639 1.917 0.1 -0.4 -0.7 -0.2424
C 1.618 0.007 1.479 0.2 1.0 -0.1 0.0098
C 0.181 -1.773 0.748 0.8 -0.5 0.8 -0.2148
C 1.270 -0.939 0.518 -0.2 -0.6 0.5 -0.2955
H -0.659 -0.777 3.854 -0.2 0.3 0.0 0.2294
H 1.198 0.860 3.381 0.1 -0.3 0.3 0.2298
H -1.426 -2.288 2.023 0.1 0.0 0.4 0.2171
H 0.089 -2.709 0.209 -0.3 0.3 -0.5 0.2101
H 3.387 1.348 1.859 -0.5 -0.2 0.5 0.2428
H 2.222 1.963 0.699 -0.3 -0.1 0.3 0.2188
H 1.922 -1.126 -0.325 0.0 0.2 -0.2 0.2197
H 3.286 0.656 0.318 -0.2 -0.1 -0.1 0.2174
C -0.471 1.954 -2.502 -0.8 -0.2 -1.9 -0.4450
C -1.435 -0.075 -1.552 -0.4 -1.0 -0.6 0.7039
N -0.350 0.644 -1.878 0.0 0.6 0.6 -0.6152
N -2.639 0.457 -1.286 0.2 0.0 0.8 -0.7543
N -1.341 -1.394 -1.632 0.0 0.6 -0.2 -0.7128
H 0.395 0.529 -1.191 0.2 -0.3 -0.4 0.4431
H -2.627 1.164 -0.556 -0.1 0.3 -0.4 0.4213
H -3.362 -0.232 -1.130 -0.2 0.2 -0.2 0.4078
H -1.982 -1.979 -1.121 0.2 -0.2 -0.2 0.4229
H -0.567 -1.766 -2.159 0.0 -0.3 0.2 0.4366
H -1.219 2.632 -2.098 0.7 0.4 0.8 0.2155
H -0.876 1.833 -3.521 0.0 -0.5 0.2 0.2233
H 0.515 2.308 -2.767 0.2 0.6 0.9 0.2465
```
Positions in Å, forces in eV/Å.

(5)
Entry from the OMol25 dataset: a cluster of 10 separate species, C47H64F9N3O29PSi in total in a non-equilibrium geometry (the ωB97M-V functional and the def2-TZVPD basis).

2S+1: 1
Kohn-Sham gap (Eh): 0.3041
Net charge: +1
E (Eh): -5705.077881

The geometry in XYZ format:
```
154
Properties=species:S:1:pos:R:3:forces:R:3:mulliken_charge:R:1
C -2.433 -2.792 0.613 -0.3 0.4 -1.2 -1.0157
Si -3.029 -2.653 -1.187 -0.4 -0.7 0.3 -0.1263
C -4.753 -3.423 -1.231 0.3 0.5 0.2 -1.2757
C -1.837 -3.574 -2.317 0.4 0.3 0.4 -0.9238
C -0.384 -3.103 -2.012 -0.4 -0.2 -0.5 0.1000
C 0.263 -2.342 -3.177 0.8 -0.9 0.4 -0.8313
C 1.359 -1.416 -2.654 -0.8 1.2 -0.2 -1.2170
C 0.636 -0.182 -2.037 0.0 -0.3 -0.1 2.1807
C 0.988 1.181 -2.620 0.4 -0.3 -0.5 -0.6456
C 2.211 1.871 -1.993 -0.6 -0.1 0.0 -1.6972
C 2.090 2.062 -0.459 1.2 0.2 -1.0 0.4339
N 1.712 3.466 -0.147 -1.0 -1.5 1.4 0.3841
C 0.405 3.711 -0.484 -0.1 0.2 -0.1 -0.1743
N -0.540 2.770 -0.512 0.0 0.3 -0.7 0.3891
N 0.080 4.988 -0.769 -0.4 -0.6 1.1 -0.0470
C 0.690 5.861 0.281 0.5 0.8 -0.1 -1.1218
C 1.030 5.077 1.544 0.5 -0.1 0.1 -1.1863
C 2.023 3.929 1.241 -0.2 2.0 0.7 -0.1086
P 1.885 2.563 2.553 -0.3 -2.3 -0.3 0.1318
O 3.320 2.628 3.372 -0.5 1.1 -0.6 -0.3749
O 0.782 3.008 3.697 1.0 1.1 -0.7 -0.1490
C -3.113 -0.786 -1.554 0.0 -0.6 0.1 1.4584
C -2.759 -0.203 -2.753 0.1 -0.9 -0.8 -1.4184
C -2.848 1.149 -2.971 0.3 0.2 -0.6 0.4872
C -3.309 1.952 -1.961 0.0 1.1 -0.2 0.6881
C -3.667 1.414 -0.745 -0.2 0.8 0.4 -0.8465
C -3.561 0.064 -0.551 -0.2 -0.7 0.8 -0.8960
H -1.594 -2.098 0.712 0.0 -0.2 0.4 0.1991
H -2.158 -3.829 0.811 0.0 0.2 0.3 0.5944
H -3.272 -2.459 1.230 0.2 -0.2 0.3 0.1702
H -5.400 -2.815 -0.587 -0.1 -0.1 -0.2 0.3640
H -5.169 -3.475 -2.239 -0.1 -0.1 0.1 0.3601
H -4.723 -4.417 -0.775 0.0 0.0 -0.2 0.3516
H -1.899 -4.639 -2.065 -0.3 0.1 -0.1 0.5397
H -2.065 -3.479 -3.384 0.0 -0.1 0.1 0.5511
H -0.364 -2.493 -1.101 0.1 0.0 -0.1 -0.0856
H 0.221 -3.990 -1.815 0.2 0.1 0.2 0.3075
H 0.731 -3.079 -3.839 -0.4 0.0 -0.2 0.5151
H -0.494 -1.798 -3.750 0.2 0.1 0.0 0.3120
H 1.942 -1.866 -1.855 0.3 -0.4 -0.3 0.3049
H 2.001 -1.096 -3.484 0.1 -0.1 0.2 0.5223
H -0.427 -0.326 -2.245 0.1 0.1 0.4 -1.8036
H 0.772 -0.230 -0.951 -0.2 0.2 0.0 0.0908
H 1.217 1.031 -3.684 -0.1 0.1 0.1 0.7268
H 0.098 1.815 -2.615 0.2 0.1 0.0 -0.0700
H 2.355 2.826 -2.511 0.1 0.1 0.4 0.5121
H 3.106 1.287 -2.227 -0.1 -0.1 0.2 0.4597
H 3.095 1.907 -0.056 -0.2 0.1 0.3 -0.0400
H 1.424 1.334 -0.004 0.2 0.0 0.1 0.3032
H -1.248 2.808 -1.234 -0.5 0.0 0.4 -0.4625
H -0.611 2.012 0.154 0.6 -0.3 -0.3 -0.0107
H -0.932 5.081 -0.799 0.1 0.3 -0.1 0.1133
H 1.581 6.348 -0.122 -0.1 0.0 0.0 0.3969
H -0.039 6.628 0.544 0.0 0.0 -0.3 0.5221
H 0.114 4.706 2.017 0.0 0.0 -0.2 0.4433
H 1.532 5.739 2.255 -0.3 0.1 0.0 0.6677
H 3.019 4.388 1.293 0.1 -0.4 -0.4 0.6472
H 4.011 2.758 2.701 0.3 -0.2 0.4 0.2542
H 0.921 3.929 3.984 -0.2 -0.2 0.4 0.1991
H -2.413 -0.831 -3.571 0.0 0.0 0.1 0.2800
H -2.568 1.550 -3.940 -0.1 0.1 0.0 0.5672
H -3.395 3.024 -2.142 -0.2 -0.6 0.4 -1.1733
H -4.040 2.074 0.031 0.0 -0.1 0.1 0.6079
H -3.837 -0.358 0.412 0.0 0.1 0.0 0.4004
C 6.696 -3.913 -0.102 0.3 -0.2 0.2 -0.5049
C 6.214 -2.529 -0.460 0.1 -0.3 -0.4 0.4673
O 4.900 -2.771 -0.926 0.0 -0.1 0.4 -0.2343
C 4.458 -3.890 -0.268 -0.5 -0.3 -0.1 0.6076
O 3.322 -4.224 -0.215 0.1 0.1 -0.2 -0.4897
O 5.483 -4.550 0.310 0.0 0.3 -0.1 -0.3297
F 6.947 -1.989 -1.471 -0.1 0.2 0.0 -0.3416
H 7.111 -4.442 -0.960 0.0 0.1 -0.1 0.2673
H 7.429 -3.910 0.701 -0.2 -0.1 0.1 0.3028
H 6.183 -1.835 0.373 0.1 0.1 -0.1 0.2515
C 2.721 -4.904 -4.157 0.0 0.5 -0.1 0.0979
C 3.673 -6.072 -4.166 0.2 0.0 0.6 0.2353
O 2.812 -7.170 -3.947 -0.2 0.2 -0.5 -0.2863
C 1.595 -6.824 -4.462 -0.2 -0.1 0.1 0.6307
O 0.722 -7.591 -4.686 0.0 0.1 0.1 -0.5188
O 1.527 -5.485 -4.686 0.2 -0.3 0.1 -0.3173
F 4.563 -5.994 -3.141 0.0 0.0 -0.1 -0.2505
H 2.529 -4.535 -3.146 0.2 -0.2 0.1 -0.1518
H 3.062 -4.077 -4.776 -0.2 -0.1 -0.2 0.3479
H 4.213 -6.211 -5.104 0.1 0.0 0.1 0.2596
C -0.457 -0.755 4.296 0.2 -0.8 -0.1 0.2137
C -0.998 0.332 3.403 -0.1 -0.5 -0.1 0.2665
O -2.204 -0.232 2.916 0.1 0.3 0.5 -0.2307
C -2.640 -1.096 3.890 -0.2 -0.5 0.3 0.4780
O -3.735 -1.540 3.943 -0.1 0.0 -0.2 -0.5393
O -1.656 -1.365 4.780 -0.3 0.3 -0.5 -0.3926
F -0.169 0.574 2.346 -0.3 0.0 -0.3 -0.1498
H 0.129 -1.490 3.741 -0.2 0.0 -0.4 0.3234
H 0.144 -0.367 5.115 -1.4 -2.1 -1.6 0.0977
H -1.215 1.271 3.915 0.1 0.1 -0.1 0.1997
C 2.669 1.544 6.683 0.4 0.1 -0.2 -0.1621
C 1.172 1.671 6.601 0.2 0.1 0.6 1.0151
O 0.760 1.480 7.937 0.3 0.4 -0.3 -0.3800
C 1.794 1.918 8.724 0.2 0.0 0.5 0.5573
O 1.704 2.153 9.878 0.0 -0.1 -0.1 -0.4877
O 2.933 2.055 7.992 -0.4 -0.1 -0.1 -0.3455
F 0.630 0.678 5.832 1.3 2.6 2.0 -0.4942
H 3.000 0.506 6.620 -0.2 -0.1 0.0 0.2739
H 3.185 2.124 5.921 0.1 0.1 0.2 0.1262
H 0.822 2.639 6.248 -0.1 -0.1 -0.2 -0.3426
C -3.103 5.314 6.224 -0.3 0.4 0.0 -0.4101
C -2.906 4.003 6.942 -0.3 -0.4 -0.3 0.3082
O -1.546 3.703 6.665 0.1 0.5 0.2 -0.2482
C -0.913 4.900 6.502 0.1 0.1 0.0 0.6591
O 0.267 5.044 6.522 0.1 -0.2 -0.3 -0.5065
O -1.801 5.902 6.320 0.1 -0.3 0.0 -0.3582
F -3.687 3.028 6.420 0.1 0.0 0.0 -0.2679
H -3.363 5.172 5.173 0.0 -0.2 0.0 0.2538
H -3.854 5.945 6.692 0.2 0.1 0.1 0.2936
H -3.056 4.049 8.022 0.0 -0.1 0.0 0.2673
C -3.182 5.169 -3.066 0.5 0.4 -0.5 -0.2347
C -4.689 5.246 -3.068 0.1 -0.1 0.1 0.0233
O -5.011 5.008 -1.705 0.3 0.4 -0.1 -0.3094
C -3.964 5.457 -0.967 -0.1 0.1 0.6 0.7055
O -3.988 5.658 0.198 0.1 -0.1 -0.1 -0.5294
O -2.861 5.655 -1.752 -0.3 -0.3 -0.2 -0.3525
F -5.233 4.269 -3.825 2.2 3.4 2.2 -0.0943
H -2.821 4.144 -3.176 -0.1 0.3 -0.2 0.1867
H -2.725 5.788 -3.834 0.0 0.2 0.2 0.4347
H -5.094 6.212 -3.374 -0.1 -0.1 -0.1 0.2779
C 7.402 1.202 -0.413 0.4 -0.3 -0.2 -0.5334
C 7.231 2.496 0.342 -0.1 0.2 -0.3 0.2773
O 6.051 2.257 1.095 0.2 -0.3 0.1 -0.2989
C 5.991 0.910 1.316 -0.1 -0.3 0.1 0.6694
O 5.283 0.407 2.121 -0.1 0.0 -0.2 -0.4783
O 6.850 0.241 0.502 -0.2 0.8 0.2 -0.2457
F 7.016 3.538 -0.492 -0.1 0.0 0.1 -0.2873
H 6.834 1.181 -1.344 -0.1 0.2 0.1 0.2682
H 8.443 0.980 -0.630 0.0 -0.2 0.1 0.3345
H 8.051 2.737 1.020 0.0 0.1 0.0 0.2878
C -6.693 2.230 -3.157 -0.1 0.1 0.5 0.0336
C -6.439 2.772 -4.541 -1.0 -1.2 -0.9 0.5502
O -7.308 1.999 -5.339 -0.3 0.0 0.4 -0.3714
C -8.367 1.647 -4.541 -0.2 -0.3 -0.2 0.4986
O -9.396 1.228 -4.939 0.0 0.0 0.0 -0.4790
O -8.069 1.855 -3.229 0.2 0.1 -0.3 -0.3837
F -5.157 2.549 -4.938 -0.2 -1.4 -1.1 -0.2742
H -6.086 1.350 -2.937 0.1 0.0 -0.2 -0.0068
H -6.533 2.973 -2.378 -0.3 -0.1 0.0 0.1513
H -6.675 3.831 -4.664 -0.7 -0.8 -0.5 0.3049
C 0.193 -9.393 -2.000 -0.1 0.4 0.0 -0.1629
C -0.262 -10.823 -1.851 0.2 -0.2 -0.4 0.2902
O 0.886 -11.456 -1.316 -0.2 0.4 0.3 -0.3264
C 1.563 -10.507 -0.604 0.3 0.0 0.1 0.6132
O 2.417 -10.738 0.183 0.0 0.0 -0.1 -0.5052
O 1.121 -9.261 -0.916 -0.1 -0.3 0.0 -0.2752
F -0.556 -11.381 -3.049 0.0 -0.1 0.1 -0.2810
H 0.709 -9.219 -2.943 -0.1 -0.2 -0.1 0.0953
H -0.621 -8.679 -1.906 0.1 0.1 0.2 0.2480
H -1.105 -10.963 -1.171 -0.1 -0.1 -0.1 0.2820
```
Positions in Å, forces in eV/Å.